Molecular formula: C18H27N3
Method: DFT, ωB97M-V/def2-TZVPD

```
48
Properties=species:S:1:pos:R:3:forces:R:3
C 0.17383 -3.02386 -0.56091 -0.15 0.16 -0.25
C -0.97741 -2.14552 -1.04946 0.13 -0.52 0.12
C -2.31640 -2.62696 -0.43362 -0.01 0.10 -0.37
N -2.63627 -1.66203 0.59245 -0.17 0.20 0.51
C -1.83178 -0.67822 0.47117 -0.03 -0.52 -0.25
N -1.80552 0.44337 1.24040 0.55 0.36 -0.26
C -2.67506 0.81843 2.25476 -0.40 0.10 0.32
C -2.40701 1.99902 2.94723 0.04 -0.05 -0.05
C -3.25172 2.42376 3.95427 0.03 0.02 -0.01
C -4.37350 1.68156 4.28325 -0.14 -0.01 0.11
C -4.64048 0.50885 3.59560 0.02 0.18 0.11
C -3.80236 0.07180 2.58755 0.01 -0.14 -0.12
N -0.84909 -0.78753 -0.52220 -0.09 0.10 0.11
C -0.61151 0.32964 -1.41187 0.23 0.39 -0.22
C 0.86668 0.74520 -1.55397 -0.21 -0.32 0.09
C 1.58168 0.74723 -0.20316 0.09 0.26 -0.24
C 3.03972 1.17184 -0.35071 -0.08 -0.33 0.10
C 3.78376 0.26820 -1.33315 0.16 0.40 -0.15
C 5.24218 0.69498 -1.47041 -0.23 -0.20 0.08
C 3.07256 0.30468 -2.68548 -0.07 -0.39 0.19
C 1.61920 -0.13799 -2.54933 0.04 0.37 -0.08
H 0.05029 -4.03691 -0.93624 0.02 -0.16 0.00
H 0.17501 -3.04755 0.52662 -0.01 -0.02 0.13
H 1.13512 -2.64482 -0.89780 0.11 -0.01 0.01
H -1.00403 -2.13215 -2.14417 0.01 0.10 0.08
H -3.13450 -2.66366 -1.16247 0.08 -0.10 -0.01
H -2.22024 -3.61671 0.01581 0.05 -0.05 -0.12
H -0.99843 1.03610 1.10993 -0.13 -0.15 0.06
H -1.53183 2.58257 2.69294 0.08 0.05 -0.03
H -3.03193 3.33930 4.48421 0.02 0.06 0.03
H -5.03280 2.01513 5.07043 -0.05 0.03 0.06
H -5.51300 -0.07560 3.84797 -0.07 -0.06 0.01
H -3.99183 -0.84166 2.04918 -0.06 -0.01 0.05
H -1.17882 1.18794 -1.03712 0.02 -0.07 -0.08
H -1.00563 0.09670 -2.41154 -0.05 0.06 0.07
H 0.86975 1.76793 -1.95112 0.01 0.01 -0.01
H 1.07719 1.43567 0.48086 -0.07 -0.02 0.11
H 1.52977 -0.25365 0.22876 -0.05 -0.01 0.06
H 3.52971 1.14026 0.62500 0.05 0.08 0.02
H 3.08339 2.20264 -0.71201 0.07 0.10 -0.01
H 3.75465 -0.75896 -0.95152 -0.04 -0.03 0.01
H 5.30629 1.71302 -1.84934 0.03 0.14 -0.05
H 5.76964 0.03954 -2.15984 0.11 -0.04 -0.08
H 5.74523 0.65598 -0.50679 0.11 0.03 0.08
H 3.58927 -0.34660 -3.39391 0.06 0.05 -0.06
H 3.10845 1.32256 -3.08188 0.05 0.09 -0.05
H 1.12747 -0.08928 -3.52423 -0.07 -0.08 -0.01
H 1.59028 -1.17426 -2.21413 -0.03 -0.12 -0.02
```
Forces are in eV/Å.

Calculated values
**Kohn-Sham gap**: 8.691 eV
**E_LUMO**: 0.77 eV
**Structure (SMILES)**: C[C@H]1CN=C(Nc2ccccc2)N1C[C@H]1CC[C@H](C)CC1
**F_max**: 0.014 hartree/bohr

The Mulliken scheme yields these atomic charges, measured in e: -1.506, -0.049, -0.801, -0.650, 0.311, 0.155, 0.751, -0.533, -0.598, -0.488, -0.686, -0.331, 0.708, -1.896, 0.988, -0.479, -1.302, 0.939, -1.764, -1.175, -0.576, 0.449, 0.385, 0.278, 0.338, 0.283, 0.419, -0.094, 0.329, 0.363, 0.378, 0.368, 0.513, 0.729, 0.356, 0.373, 0.053, 0.238, 0.435, 0.346, 0.151, 0.348, 0.413, 0.424, 0.439, 0.339, 0.338, -0.009